The following is a DFT calculation (the ωB97M-V functional and the def2-TZVPD basis) of C15H12N4S in the gas phase at a distorted geometry.

```
32
Properties=species:S:1:pos:R:3:forces:R:3
C 0.3351 -3.7606 4.1349 -3.4294 10.0731 2.4037
C 0.0790 -3.4347 2.8964 0.6187 -3.1541 -7.2175
N -0.4915 -2.3883 2.4664 -1.4429 4.9770 0.0234
C -0.8766 -1.3697 3.3280 -1.1684 -0.0934 -1.5197
C -0.8596 -1.4507 4.7127 7.8170 -12.6366 -9.8125
C -0.1007 -2.7310 5.0252 -0.8999 0.8018 1.0002
H 0.1280 -2.9186 6.0634 -0.2619 0.0208 0.3653
H -1.1861 -0.8887 5.3167 -4.2890 7.8492 8.4158
C -1.5137 -0.0951 2.6905 8.9889 -3.3929 0.2750
H -1.8465 -0.1982 1.8065 -2.8809 -1.4778 -6.2386
H -2.1371 0.1656 3.3218 -5.9434 3.5334 5.8148
S -0.1816 1.0926 2.4172 0.1802 0.7135 7.6239
C 0.0302 1.3322 0.8977 1.9480 -2.8898 -10.3251
N -0.7432 0.4347 0.0544 -0.4206 3.1031 1.1193
N -0.7975 0.5800 -1.2319 5.7014 1.0644 -1.0532
C 0.4517 1.2128 -1.8891 -4.8880 0.3467 3.4054
C 1.3811 1.9834 -1.0124 -0.0449 -2.5198 -9.4923
C 1.2990 1.9028 0.2493 -8.0937 -2.6809 3.4608
H 1.8403 2.2177 0.9596 4.8929 2.8540 4.5133
H 2.2535 2.2861 -1.6421 -0.4054 0.2008 1.2737
C 0.2343 1.1467 -3.3455 4.8853 1.1177 -1.2138
C 1.0550 2.0305 -4.2334 -2.7645 0.9967 8.6300
C 0.9063 1.8500 -5.5151 4.6101 6.0477 -4.2248
C 0.4073 0.7980 -6.0773 -7.9778 -7.4382 -0.5507
N -0.5862 -0.2165 -5.3354 6.2368 4.0851 3.3651
C -0.3055 -0.0127 -3.8851 1.4519 5.6167 -10.1293
H -0.7336 -0.5807 -3.3009 -4.3140 -6.1119 5.5598
H 0.1207 0.5398 -7.1003 1.0682 0.8768 0.0021
H 1.4243 2.7543 -6.1721 -1.2999 -2.6648 1.1584
H 1.4310 2.9867 -3.6002 -0.5124 -2.2057 -2.3466
H 0.3423 -4.1588 1.9269 -0.5072 1.3512 2.8481
H 0.5786 -4.6224 4.3387 3.1449 -8.3639 2.8659
```
Forces are in eV/Å.

spin multiplicity = 1
HOMO = -0.2752 Eh
frontier orbital gap = 6.88 eV
E_LUMO = -0.61 eV
strongest force on any atom = 0.3463 Eh/bohr
E_tot = -32531.8674 eV
structure (SMILES) = c1ccc(CSc2ccc(-c3cccnc3)nn2)nc1
relative energy (zero: lowest compared OMol25 entry of this formula, charge and spin) = 259.7 kcal per mole



The following is a DFT calculation (the ωB97M-V functional and the def2-TZVPD basis) of a molecular structure, C15H11AsBF4N2O2S4Sm at a distorted geometry.

```
41
Properties=species:S:1:pos:R:3:forces:R:3
Sm 0.4914 3.4323 0.0189 0.9878 0.2774 -0.5180
S 2.4077 4.0736 -1.8061 -0.0238 0.1802 0.1721
As 2.4498 5.3892 -0.0101 1.2039 1.5280 -0.0087
S 2.4535 4.0725 1.7661 0.0649 -0.0003 -0.1374
S 0.4357 6.2341 0.0370 -0.0227 -0.2804 -0.1060
S 3.9691 6.8360 -0.0190 0.2029 -0.0181 -0.0345
F -2.9981 4.4853 1.4676 -0.3016 0.6350 0.3266
B -2.2727 3.5062 0.8848 -0.1786 -0.0601 0.1862
F -1.0677 3.2378 1.6778 -0.6531 -0.1603 0.5803
F -1.7613 3.9241 -0.3852 -0.4628 0.0080 -0.2000
F -2.9748 2.3518 0.7492 -0.3725 -0.7097 -0.0524
O 3.7817 0.2811 0.4532 0.2797 0.0456 0.0982
C 2.6232 0.2011 0.1385 0.1815 -0.1638 0.1201
N 2.0020 -1.0103 -0.1689 -0.0785 -0.3584 -0.2745
C 0.5682 -0.8522 -0.2348 0.0468 0.1482 0.1545
C 0.5157 0.6961 -0.2906 0.8776 -1.0558 -0.0453
O -0.4899 1.3628 -0.5725 -0.8462 -0.4168 -0.1829
N 1.6983 1.2107 -0.0172 -0.4752 0.4256 0.0733
C -0.0425 -1.4755 -1.4586 -0.0341 -0.1362 -0.2395
C 0.7532 -1.8627 -2.5283 -0.0182 0.0645 0.1230
C 0.1892 -2.4932 -3.6205 -0.0007 -0.0958 -0.1250
C -1.1712 -2.7442 -3.6585 0.0232 -0.0565 -0.1431
C -1.9716 -2.3427 -2.6009 -0.1149 -0.0123 0.0022
C -1.4133 -1.7043 -1.5087 0.1111 0.0756 -0.0665
C -0.0494 -1.4215 1.0303 -0.0809 -0.0543 0.0888
C -0.4755 -0.6390 2.0930 0.0325 0.0830 -0.1253
C -0.9403 -1.2373 3.2538 -0.0465 -0.0474 0.0748
C -0.9862 -2.6166 3.3625 -0.0607 0.0207 0.1379
C -0.5645 -3.4046 2.3033 0.0300 -0.1436 -0.0325
C -0.0998 -2.8090 1.1466 0.0025 0.0089 0.0492
H 2.3984 -1.8663 0.1852 0.0538 0.1674 0.1280
H 1.8158 -1.6765 -2.4963 0.0711 0.0391 0.0592
H 0.8288 -2.8058 -4.4329 0.0083 -0.0131 -0.1463
H -1.5982 -3.2467 -4.5157 -0.0860 -0.0415 -0.0211
H -3.0332 -2.5438 -2.6185 -0.1043 0.0455 -0.0313
H -2.0260 -1.3797 -0.6809 -0.1176 -0.0075 0.0409
H -0.4542 0.4393 2.0235 -0.0264 0.0906 -0.0239
H -1.2710 -0.6154 4.0727 -0.0250 0.0488 0.0621
H -1.3507 -3.0787 4.2700 -0.0277 -0.0146 0.0532
H -0.5993 -4.4852 2.3756 0.0017 -0.0002 0.0217
H 0.2277 -3.4212 0.3154 -0.0213 -0.0451 -0.0381
```
Forces are in eV/Å.

spin multiplicity = 6
charge = -2
HOMO (alpha / beta) = -0.0587 / -0.0597 Eh
frontier orbital gap (alpha / beta) = 5.60 / 5.63 eV
E_LUMO (alpha / beta) = 4.00 / 4.00 eV
strongest force on any atom = 0.0378 Eh/bohr
E_tot = -156453.7430 eV
relative energy (zero: lowest compared OMol25 entry of this formula, charge and spin) = 9.6 kcal per mole



The following is a DFT calculation (the ωB97M-V functional and the def2-TZVPD basis) of a molecular structure, C6H16B3CuF12O6S2 at a distorted geometry.

```
46
Properties=species:S:1:pos:R:3:forces:R:3
Cu 6.6980 9.1104 26.9733 0.1494 -0.9426 0.0474
B 6.4531 10.7227 29.0530 0.8401 1.3788 1.3956
F 5.6952 9.6048 28.8742 -1.0157 -1.5192 -0.6853
F 7.3591 10.5456 30.0189 2.6989 -1.7064 2.3111
F 7.1670 11.0691 27.9209 -0.1727 -0.3900 -2.0939
F 5.7561 11.7629 29.5108 -2.7220 2.3959 0.0368
B 5.8713 6.5775 26.0884 -1.5317 -2.2578 0.8535
F 5.2782 7.3428 27.1501 0.3195 0.3738 0.7991
F 6.4143 5.3654 26.5620 -0.5547 0.4281 -0.0439
F 4.8685 6.4110 25.1618 -0.2848 -0.3987 -0.4943
F 6.8698 7.3319 25.6179 2.1862 2.0440 -0.8706
B 8.3157 10.0378 25.1051 2.2877 0.7698 -1.3387
F 8.8426 9.0340 24.3861 0.6379 -1.5386 -1.5730
F 8.8699 11.2370 24.7317 -0.1307 0.9801 -0.2638
F 6.9578 10.0204 25.0364 -2.3296 0.2651 0.0661
F 8.6684 9.7836 26.4117 0.1563 -0.5631 2.6142
O 7.8508 7.9163 28.4039 0.8526 -1.5553 0.9666
S 8.4074 6.9495 29.3704 0.9774 1.7889 1.1660
O 7.7257 5.7273 29.7295 1.3030 1.3233 -1.0478
O 10.0179 6.6508 28.9621 -2.6062 -0.9058 0.5914
C 10.8435 7.6975 28.4364 0.0245 0.5000 -0.4899
C 12.2812 7.2093 28.4392 0.0769 0.1068 -0.0238
C 8.7201 7.9457 30.9435 -0.5631 0.1329 -1.1583
H 10.7018 8.5810 29.0590 0.2073 0.1384 -0.0873
H 10.5421 7.9383 27.4170 -0.2315 0.0169 0.0517
H 12.6542 7.0834 29.4556 -0.0084 -0.2657 -0.0517
H 12.9393 7.9203 27.9397 -0.2097 0.3732 0.0858
H 12.4048 6.3058 27.8421 -0.2470 -0.2313 0.3122
H 9.2290 8.8527 30.6174 0.2011 -0.1930 -0.0231
H 9.2451 7.4286 31.7466 0.0537 -0.3893 -0.5520
H 7.7697 8.3260 31.3178 -0.2217 -0.3589 -0.2823
O 3.1717 10.0408 24.4232 0.4828 0.4587 1.5797
S 3.4759 10.1704 25.8247 0.4633 -0.4598 1.7398
O 4.8027 9.8253 26.3858 -2.8234 0.9613 -1.3593
O 3.1390 11.6890 26.3038 -0.6567 -1.2810 -1.9350
C 3.6917 12.2234 27.4912 0.4661 0.4413 1.5585
C 2.9378 13.5046 27.8654 0.0717 -0.3491 -1.0660
C 2.1682 9.3073 26.8095 0.4970 0.3264 0.3556
H 4.7465 12.4028 27.2834 -0.0424 -0.0577 0.4990
H 3.5337 11.5443 28.3291 0.5017 -0.3688 -0.1703
H 3.1359 14.2039 27.0531 -0.3405 0.3613 0.1725
H 3.2135 13.9488 28.8218 0.4037 -0.3077 -0.1134
H 1.8746 13.2694 27.9164 -0.0886 0.1375 -0.1293
H 1.2359 9.8633 26.7105 0.0774 -0.1582 -0.6592
H 2.3728 9.3592 27.8788 0.6856 0.2583 -0.0607
H 2.0825 8.2391 26.6100 0.1592 0.2373 -0.6298
```
Forces are in eV/Å.

spin multiplicity = 2
charge = -1
HOMO (alpha / beta) = -0.3339 / -0.3338 Eh
frontier orbital gap (alpha / beta) = 11.44 / 8.84 eV
E_LUMO (alpha / beta) = 2.36 / -0.25 eV
strongest force on any atom = 0.0767 Eh/bohr
E_tot = -119734.3198 eV



The following is a DFT calculation (the ωB97M-V functional and the def2-TZVPD basis) of 2 unconnected molecules or ions with the total composition C4H8NO3 at a distorted geometry.

```
16
Properties=species:S:1:pos:R:3:forces:R:3
C -1.0614 0.0529 -2.6069 -1.4837 0.4362 2.6231
C -2.0095 -0.3858 -1.2968 1.0810 0.4111 -3.3679
O -1.4056 -0.4273 -0.2399 0.8911 -0.3341 1.4657
O -3.1169 -0.8016 -1.5419 -2.2833 -0.3913 -0.6855
H -1.4543 0.3903 -3.5125 -1.8698 0.6944 -1.2671
H -0.7075 -0.8883 -2.8846 1.7026 -1.4243 -0.0809
H -0.4047 0.8485 -2.3208 1.1575 -0.2068 0.4540
C 1.9708 -0.6331 1.5845 -0.4870 -1.8510 -0.1976
C 1.1889 0.5955 1.8706 -2.2064 3.9719 -0.3628
O 1.7361 1.5858 2.3943 0.9013 -1.2789 0.4634
N -0.0883 0.8436 1.4201 0.8980 -0.2842 1.4756
H -0.6004 1.7081 1.6824 1.3819 -0.9391 -0.0711
H -0.6481 0.1965 0.8894 -0.1415 -0.5243 -0.5803
H 1.9994 -1.3953 2.3574 0.2368 0.6991 1.2302
H 2.9555 -0.3113 1.3441 0.8466 0.1023 -0.0493
H 1.6459 -1.3786 0.8605 -0.6252 0.9187 -1.0497
```
Forces are in eV/Å.

spin multiplicity = 1
charge = -1
HOMO = -0.1639 Eh
frontier orbital gap = 8.24 eV
E_LUMO = 3.78 eV
strongest force on any atom = 0.0886 Eh/bohr
E_tot = -11911.6756 eV
relative energy (zero: lowest compared OMol25 entry of this formula, charge and spin) = 37.3 kcal per mole



The following is a DFT calculation (the ωB97M-V functional and the def2-TZVPD basis) of 17 unconnected molecules or ions with the total composition H34O17 at a distorted geometry.

```
51
Properties=species:S:1:pos:R:3:forces:R:3
O 1.9280 -0.8762 -1.4744 0.3175 0.2551 0.6870
H 1.5749 -1.6504 -1.8702 -0.7272 -1.1951 -0.4582
H 2.7759 -0.8073 -1.9097 0.8616 0.6073 0.0102
O 3.6100 -1.4576 0.7358 0.5578 0.0346 0.2226
H 2.8603 -1.2564 0.1774 -0.2543 0.4939 -0.4346
H 3.3792 -2.3185 1.0614 0.1312 -0.7276 0.3239
O 1.0113 -3.3138 0.4972 0.2949 -0.6316 -0.8683
H 1.6317 -3.9726 0.1535 0.1858 -0.0002 0.5895
H 0.4977 -3.1485 -0.3141 -0.3672 0.5480 0.6039
O 0.8547 0.4341 -3.6355 -0.5528 0.2110 -1.5425
H 0.0110 -0.0477 -3.6528 -0.3039 0.8073 -0.3721
H 1.2839 -0.0499 -2.9666 1.0767 -0.0956 1.2947
O -0.0042 2.7118 2.1711 0.4289 -0.3432 -1.2257
H 0.7359 2.0504 2.0141 -0.9146 0.5494 -0.0129
H -0.1255 2.8468 3.0942 0.1157 0.1509 1.0716
O 1.2066 -1.2612 2.3691 -0.7252 0.0196 -0.4678
H 1.2518 -2.0003 1.7368 -0.1638 0.0956 -0.1824
H 1.8644 -1.4654 3.0083 0.8723 -0.2880 1.0242
O -1.9986 2.8064 0.1278 -0.8887 0.0685 0.2971
H -1.2568 2.8604 0.7421 0.6403 0.2416 -0.3747
H -1.6805 2.8571 -0.7757 0.4854 -0.1627 0.0111
O -3.5749 0.8655 -2.3049 -1.3949 2.2119 -1.1779
H -3.4199 0.3650 -1.5424 0.6301 -1.2607 1.8694
H -4.0005 1.6641 -1.9271 0.4434 -0.4887 -0.6778
O -0.2779 0.1377 0.0630 2.8624 0.1260 -0.3506
H -1.0756 -0.3126 0.1413 -2.2507 -0.5494 0.1658
H 0.3119 -0.5369 -0.3264 -0.1362 0.7317 0.1671
O 3.6082 1.3341 -0.6281 0.9038 0.6949 0.2166
H 2.7013 1.2278 -0.3632 -0.8342 -0.3903 -0.2311
H 3.7490 2.1755 -0.1612 0.5512 -0.3740 -0.4510
O -2.9685 -0.6381 -0.1492 0.9833 -1.0774 -0.0403
H -2.5329 -1.0358 0.6277 -0.0004 -0.1188 0.3317
H -3.7900 -0.3643 0.2130 -1.3501 0.4515 0.5780
O -2.6001 1.2917 2.4152 -0.8311 -0.7049 1.2925
H -2.3732 1.7924 1.6588 0.0639 0.5863 -2.2477
H -2.1706 1.8233 3.0734 0.1576 0.1136 0.9430
O -0.7130 -2.3905 -1.5054 0.2305 -0.3908 0.5415
H -0.4453 -3.0604 -2.1284 0.0319 -0.4726 -0.7284
H -1.5608 -2.7101 -1.1788 -0.3342 0.0995 0.2229
O -1.5394 -0.5861 -3.3412 -0.4067 -1.2339 0.3591
H -2.2979 -0.2715 -2.8503 -0.5168 1.2134 -0.6529
H -1.2891 -1.2529 -2.6877 0.5467 -0.0175 -0.4279
O -1.5521 -1.1440 2.4095 -1.1596 -0.3921 -0.3411
H -0.6012 -1.0299 2.3816 0.3459 0.2104 0.1194
H -1.9745 -0.2583 2.4855 0.4942 -0.1679 0.0632
O 0.9895 2.2904 -0.9932 0.2398 0.7356 -0.6519
H 0.5826 1.5468 -0.5591 -0.7063 -0.5477 0.2792
H 1.1772 2.9172 -0.2994 0.0262 0.3251 0.3304
O 2.1124 1.1786 1.6968 -0.5473 0.1796 0.2027
H 1.7462 0.3362 2.0385 0.2093 -0.1538 -0.3128
H 2.3671 1.7036 2.4519 0.6779 0.0221 0.4122
```
Forces are in eV/Å.

spin multiplicity = 1
HOMO = -0.3534 Eh
frontier orbital gap = 8.87 eV
E_LUMO = -0.74 eV
strongest force on any atom = 0.0561 Eh/bohr
E_tot = -35359.5670 eV
relative energy (zero: lowest compared OMol25 entry of this formula, charge and spin) = 56.4 kcal per mole